1.
Formula: C23H25F3NORh
Source: the Open Molecules 2025 dataset
Level of theory: the ωB97M-V functional and the def2-TZVPD basis

Element x y z (Å)
C (0.20555, -1.62635, 3.45837)
C (-0.85751, -0.78525, 3.05130)
C (-1.35177, -1.26864, 1.83096)
H (-1.21075, 0.08905, 3.57107)
C (-0.58499, -2.39771, 1.46962)
C (0.36958, -2.62380, 2.48739)
H (-0.66406, -2.95629, 0.55431)
C (2.69277, 0.41037, 2.56477)
C (1.50896, 1.07278, 2.95509)
C (0.99016, 1.74968, 1.83195)
H (1.07238, 1.06087, 3.93726)
C (1.87597, 1.53797, 0.74607)
C (2.91829, 0.71618, 1.21060)
H (-2.13200, -0.81691, 1.24278)
H (1.13012, -3.38316, 2.47596)
H (0.80912, -1.50143, 4.34139)
H (3.71636, 0.31203, 0.61566)
H (0.08469, 2.33077, 1.81255)
H (3.31227, -0.21889, 3.18045)
Rh (0.88314, -0.56784, 1.40822)
C (1.76537, 2.09193, -0.64949)
C (3.02268, 2.91515, -0.94971)
C (0.53947, 2.98736, -0.80641)
H (3.23312, 3.59638, -0.12752)
H (2.89269, 3.50640, -1.85678)
H (3.89250, 2.27639, -1.08437)
H (0.67338, 3.92536, -0.27103)
H (-0.36234, 2.51124, -0.42809)
H (0.37866, 3.22711, -1.85737)
C (1.70338, 0.94476, -1.67966)
C (0.44911, 0.14627, -1.57917)
H (2.52084, 0.24563, -1.50253)
H (1.83893, 1.34566, -2.68049)
O (-0.01034, -0.23035, -0.48033)
N (-0.24469, -0.17303, -2.68789)
C (-1.23852, -1.21515, -2.83382)
H (-0.23420, 0.55612, -3.38408)
C (-2.55542, -0.96846, -2.13330)
C (-3.25075, -1.97104, -1.47091)
H (-2.87732, -2.98508, -1.43788)
C (-4.46385, -1.69124, -0.85418)
H (-4.99544, -2.49011, -0.35578)
C (-4.98756, -0.40923, -0.88485)
H (-5.93225, -0.19377, -0.40332)
C (-4.29346, 0.59918, -1.54206)
H (-4.69435, 1.60369, -1.57375)
C (-3.08800, 0.31937, -2.16307)
H (-2.55478, 1.11076, -2.67837)
H (-0.81520, -2.16354, -2.50277)
H (-1.40823, -1.33246, -3.90391)
F (1.69623, -3.14704, 0.10498)
C (2.33463, -2.04168, 0.63566)
F (3.16897, -2.45626, 1.65832)
F (3.12848, -1.57373, -0.38185)

Properties
2S+1: 5
E_tot: -1431.443726 Ha
expectation value of S²: 6.017
ΔE to the lowest compared entry with this formula, charge and spin: 0.000 eV
gap between HOMO and LUMO (spin up / spin down): 6.52 / 8.55 eV
LUMO energy (spin up / spin down): 0.402 / 0.210 eV

---

2.
Formula: C7H41NO13
Source: the Open Molecules 2025 dataset
Level of theory: the ωB97M-V functional and the def2-TZVPD basis

Element x y z (Å)
C (1.07894, -0.83691, 0.59517)
C (0.26820, -0.16258, -0.50074)
C (-1.13588, -0.83273, -0.58342)
C (-2.20099, -0.23851, -1.32208)
C (-2.68093, -0.92147, -2.43956)
C (-2.57492, 1.12377, -1.01152)
C (-4.13217, 1.09637, -0.90254)
N (1.06916, -0.48389, -1.70268)
H (2.15578, -0.69621, 0.50367)
H (0.90007, -0.41019, 1.63239)
H (1.01656, -1.86837, 0.52562)
H (0.09721, 0.92893, -0.45357)
H (-0.82034, -1.86019, -0.75068)
H (-1.43232, -0.87485, 0.50259)
H (-3.55465, -0.60230, -3.07106)
H (-2.28367, -1.77290, -2.89245)
H (-2.19660, 1.58846, -0.16829)
H (-2.19082, 1.84601, -1.83346)
H (-4.48698, 0.13459, -1.35532)
H (-4.52393, 1.08523, 0.11439)
H (-4.72400, 1.81156, -1.43401)
H (1.91786, 0.00238, -1.82978)
H (0.49378, -0.16953, -2.54587)
H (1.99392, -2.47246, 2.53664)
H (1.19798, -3.28876, 3.34311)
O (1.52306, -2.43932, 3.37147)
H (0.94923, 3.80795, -1.27458)
H (0.15070, 4.47626, -2.27860)
O (0.93794, 3.87462, -2.12024)
H (0.26001, 0.54065, 2.56239)
H (-0.46159, 1.50414, 3.74012)
O (0.11911, 1.41436, 2.97997)
H (-1.58631, 0.95260, -4.32421)
H (-0.99897, 1.85044, -3.34439)
O (-1.83695, 1.72064, -3.69893)
H (2.84002, -4.01907, 1.06156)
H (1.69202, -3.66566, 0.02808)
O (1.90800, -3.98557, 0.98254)
H (2.45281, 1.56574, -3.76218)
H (3.21947, 1.97755, -2.64135)
O (2.85965, 1.14757, -3.03738)
H (-1.77720, -1.37264, 4.00940)
H (-0.24040, -1.21707, 4.44599)
O (-1.22155, -1.10717, 4.69713)
H (2.30855, 1.99240, 4.21836)
H (1.32353, 2.37243, 3.31138)
O (2.03025, 2.70097, 3.76321)
H (1.83846, 2.21997, 1.36552)
H (2.98343, 1.85421, 0.66339)
O (2.33619, 2.64500, 0.60058)
H (0.55829, -3.63974, -3.31726)
H (-0.22436, -4.32723, -2.22357)
O (0.48828, -3.67533, -2.37767)
H (2.69902, -1.94058, -1.19147)
H (4.10443, -2.58870, -1.31600)
O (3.48524, -2.37386, -0.77596)
H (-3.07127, -2.00715, 1.73137)
H (-2.91362, -2.56321, 3.17974)
O (-2.57510, -1.88299, 2.52693)
H (-0.16951, 4.06242, 1.79719)
H (0.84454, 3.83917, 0.80405)
O (-0.08672, 4.16073, 0.88685)

Properties
2S+1: 2
E_tot: -1323.673121 Ha
net charge: +1
expectation value of S²: 0.755
ΔE to the lowest compared entry with this formula, charge and spin: 5.897 eV
gap between HOMO and LUMO (spin up / spin down): 8.85 / 5.22 eV
LUMO energy (spin up / spin down): -4.325 / -7.831 eV

---

What is the formula in the second record? C7H41NO13

---

What did the first record say?
Formula: C23H25F3NORh
Source: the Open Molecules 2025 dataset
Level of theory: the ωB97M-V functional and the def2-TZVPD basis

Element x y z (Å)
C (0.20555, -1.62635, 3.45837)
C (-0.85751, -0.78525, 3.05130)
C (-1.35177, -1.26864, 1.83096)
H (-1.21075, 0.08905, 3.57107)
C (-0.58499, -2.39771, 1.46962)
C (0.36958, -2.62380, 2.48739)
H (-0.66406, -2.95629, 0.55431)
C (2.69277, 0.41037, 2.56477)
C (1.50896, 1.07278, 2.95509)
C (0.99016, 1.74968, 1.83195)
H (1.07238, 1.06087, 3.93726)
C (1.87597, 1.53797, 0.74607)
C (2.91829, 0.71618, 1.21060)
H (-2.13200, -0.81691, 1.24278)
H (1.13012, -3.38316, 2.47596)
H (0.80912, -1.50143, 4.34139)
H (3.71636, 0.31203, 0.61566)
H (0.08469, 2.33077, 1.81255)
H (3.31227, -0.21889, 3.18045)
Rh (0.88314, -0.56784, 1.40822)
C (1.76537, 2.09193, -0.64949)
C (3.02268, 2.91515, -0.94971)
C (0.53947, 2.98736, -0.80641)
H (3.23312, 3.59638, -0.12752)
H (2.89269, 3.50640, -1.85678)
H (3.89250, 2.27639, -1.08437)
H (0.67338, 3.92536, -0.27103)
H (-0.36234, 2.51124, -0.42809)
H (0.37866, 3.22711, -1.85737)
C (1.70338, 0.94476, -1.67966)
C (0.44911, 0.14627, -1.57917)
H (2.52084, 0.24563, -1.50253)
H (1.83893, 1.34566, -2.68049)
O (-0.01034, -0.23035, -0.48033)
N (-0.24469, -0.17303, -2.68789)
C (-1.23852, -1.21515, -2.83382)
H (-0.23420, 0.55612, -3.38408)
C (-2.55542, -0.96846, -2.13330)
C (-3.25075, -1.97104, -1.47091)
H (-2.87732, -2.98508, -1.43788)
C (-4.46385, -1.69124, -0.85418)
H (-4.99544, -2.49011, -0.35578)
C (-4.98756, -0.40923, -0.88485)
H (-5.93225, -0.19377, -0.40332)
C (-4.29346, 0.59918, -1.54206)
H (-4.69435, 1.60369, -1.57375)
C (-3.08800, 0.31937, -2.16307)
H (-2.55478, 1.11076, -2.67837)
H (-0.81520, -2.16354, -2.50277)
H (-1.40823, -1.33246, -3.90391)
F (1.69623, -3.14704, 0.10498)
C (2.33463, -2.04168, 0.63566)
F (3.16897, -2.45626, 1.65832)
F (3.12848, -1.57373, -0.38185)

Properties
2S+1: 5
E_tot: -1431.443726 Ha
expectation value of S²: 6.017
ΔE to the lowest compared entry with this formula, charge and spin: 0.000 eV
gap between HOMO and LUMO (spin up / spin down): 6.52 / 8.55 eV
LUMO energy (spin up / spin down): 0.402 / 0.210 eV